No. 1
{"formula": "C43H41N3O5S2", "method": "the ωB97M-V functional and the def2-TZVPD basis", "elements": ["C", "N", "C", "O", "C", "C", "C", "C", "N", "C", "C", "C", "C", "C", "C", "N", "C", "C", "C", "C", "C", "C", "C", "C", "C", "C", "C", "C", "H", "H", "H", "H", "H", "H", "H", "H", "H", "H", "H", "H", "H", "H", "H", "H", "H", "H", "H", "H", "H", "H", "H", "H", "H", "H", "C", "C", "C", "C", "C", "S", "C", "C", "C", "C", "C", "C", "O", "O", "S", "C", "C", "C", "C", "C", "C", "O", "O", "C", "C", "H", "H", "H", "H", "H", "H", "H", "H", "H", "H", "H", "H", "H", "H", "H"], "coordinates": [[2.1816, 6.1837, -0.7143], [1.9221, 4.7724, -0.8925], [2.9384, 3.9068, -1.1692], [4.1301, 4.2130, -1.2711], [2.3148, 2.5201, -1.3325], [3.0351, 1.4123, -0.5448], [4.4475, 1.2550, -0.9713], [4.9335, 0.8453, -2.2075], [6.3132, 0.9381, -2.1891], [6.7355, 1.3846, -0.9394], [8.0035, 1.7218, -0.4766], [8.1037, 2.2620, 0.8178], [6.9580, 2.4595, 1.6117], [5.6828, 2.1287, 1.1408], [5.5764, 1.5872, -0.1406], [0.9325, 2.7275, -0.8999], [0.0923, 1.6754, -0.7946], [-1.2496, 1.7794, -0.4403], [-2.1551, 0.7414, -0.2844], [-3.5693, 1.0176, -0.2547], [-4.5453, 0.0465, -0.6286], [-5.9003, 0.2738, -0.4248], [-6.3494, 1.5429, -0.0236], [-5.4149, 2.5547, 0.2365], [-4.0544, 2.2796, 0.1947], [0.6113, 4.1685, -0.6542], [0.1609, 4.4502, 0.7936], [-0.4037, 4.7491, -1.6555], [3.2339, 6.3806, -0.9432], [1.5416, 6.7749, -1.3814], [1.9699, 6.4840, 0.3203], [2.3183, 2.2671, -2.4123], [3.0134, 1.6803, 0.5254], [2.4811, 0.4648, -0.6581], [4.3760, 0.5327, -3.0866], [6.9272, 0.7057, -2.9607], [8.8669, 1.5595, -1.1182], [9.0820, 2.5329, 1.2200], [7.0607, 2.8828, 2.6113], [4.7713, 2.2836, 1.7209], [0.5211, 0.6923, -1.0039], [-1.6066, 2.7968, -0.2875], [-1.8083, -0.3182, -0.1958], [-4.2294, -0.8848, -1.0996], [-6.6142, -0.5359, -0.5747], [-7.4149, 1.7537, 0.0710], [-5.7344, 3.5608, 0.5104], [-3.3346, 3.0286, 0.5340], [0.9478, 4.1481, 1.5005], [-0.0307, 5.5278, 0.9047], [-0.7570, 3.9077, 1.0380], [0.0462, 4.7760, -2.6584], [-1.3180, 4.1491, -1.6905], [-0.6577, 5.7723, -1.3425], [-1.5681, -1.4114, 4.7357], [-2.7772, -1.2450, 4.0510], [-2.7875, -1.1663, 2.6555], [-1.6256, -1.4820, 1.9164], [-1.7204, -1.8050, 0.4675], [-0.1764, -2.4956, -0.1749], [-0.2348, -3.0658, -1.8836], [0.2044, -4.3749, -2.0756], [0.2083, -4.9325, -3.3513], [-0.1642, -4.1489, -4.4476], [-0.5375, -2.8110, -4.2631], [-0.5647, -2.2551, -2.9743], [0.8135, -1.4174, -0.1648], [0.0794, -3.6873, 0.6018], [-3.0283, -3.0538, 0.1552], [-2.9933, -4.5153, 1.2109], [-2.2337, -5.6280, 0.8498], [-2.3657, -6.8232, 1.5586], [-3.2593, -6.9096, 2.6283], [-4.0281, -5.7978, 2.9807], [-3.8931, -4.6006, 2.2798], [-4.3091, -2.4650, 0.5008], [-2.8053, -3.4913, -1.2088], [-0.3997, -1.4384, 2.6115], [-0.3833, -1.5117, 4.0058], [-1.5442, -1.4437, 5.8280], [-3.7087, -1.1382, 4.6053], [-3.6834, -0.8439, 2.1271], [0.5166, -4.9638, -1.2161], [0.4973, -5.9795, -3.4513], [-0.1722, -4.5920, -5.4451], [-0.8248, -2.2033, -5.1267], [-0.8457, -1.2135, -2.8139], [-1.5309, -5.5628, 0.0242], [-1.7657, -7.6846, 1.2678], [-3.3640, -7.8414, 3.1863], [-4.7419, -5.8467, 3.8012], [-4.4798, -3.7284, 2.5571], [0.5345, -1.3390, 2.0598], [0.5802, -1.6065, 4.5027]], "lumo_energy_ev": -1.6, "homo_energy_ev": -6.9, "total_energy_ev": -81630.847, "homo_lumo_gap_ev": 5.30, "e_above_lowest_kj_mol": 67.9}

=====

No. 2
{"formula": "ClH5N2Si", "method": "the ωB97M-V functional and the def2-TZVPD basis", "elements": ["N", "N", "Si", "Cl", "H", "H", "H", "H", "H"], "coordinates": [[-1.3130, 0.2816, -0.6662], [0.3743, 0.4089, 1.5853], [0.1316, 0.8265, 0.0582], [1.0888, -2.3316, -0.9396], [-1.7647, -0.2106, 0.0307], [-1.2343, -0.2649, -1.5778], [0.8617, 1.0872, 2.1976], [1.2139, -1.6957, 0.2136], [0.6418, 1.8987, -0.9018]], "lumo_energy_ev": [0.4, -3.2], "homo_energy_ev": [-5.2, -10.4], "spin_multiplicity": 3, "total_energy_ev": -23457.111, "homo_lumo_gap_ev": [5.68, 7.27], "e_above_lowest_kj_mol": 52.7, "s2": 2.005}

=====

No. 3
{"formula": "C73H169N11O13", "method": "the ωB97M-V functional and the def2-TZVPD basis", "elements": ["C", "C", "C", "C", "C", "C", "C", "C", "C", "N", "O", "H", "H", "H", "H", "H", "H", "H", "H", "H", "H", "H", "H", "H", "H", "H", "H", "H", "H", "H", "C", "C", "C", "C", "C", "C", "C", "C", "C", "N", "O", "H", "H", "H", "H", "H", "H", "H", "H", "H", "H", "H", "H", "H", "H", "H", "H", "H", "H", "H", "C", "C", "C", "C", "C", "C", "C", "C", "C", "N", "O", "H", "H", "H", "H", "H", "H", "H", "H", "H", "H", "H", "H", "H", "H", "H", "H", "H", "H", "H", "C", "C", "C", "C", "C", "C", "C", "C", "C", "N", "O", "H", "H", "H", "H", "H", "H", "H", "H", "H", "H", "H", "H", "H", "H", "H", "H", "H", "H", "H", "C", "C", "C", "C", "C", "C", "C", "C", "C", "N", "O", "H", "H", "H", "H", "H", "H", "H", "H", "H", "H", "H", "H", "H", "H", "H", "H", "H", "H", "H", "C", "O", "C", "C", "C", "N", "H", "H", "H", "H", "H", "H", "H", "H", "H", "H", "H", "C", "O", "C", "C", "C", "N", "H", "H", "H", "H", "H", "H", "H", "H", "H", "H", "H", "C", "O", "C", "C", "C", "N", "H", "H", "H", "H", "H", "H", "H", "H", "H", "H", "H", "C", "O", "C", "C", "C", "N", "H", "H", "H", "H", "H", "H", "H", "H", "H", "H", "H", "C", "O", "C", "C", "N", "C", "C", "O", "C", "H", "H", "H", "H", "H", "H", "H", "H", "H", "H", "H", "H", "H", "H", "H", "C", "O", "C", "C", "N", "C", "C", "O", "C", "H", "H", "H", "H", "H", "H", "H", "H", "H", "H", "H", "H", "H", "H", "H"], "coordinates": [[1.2722, -1.1734, 8.5029], [1.1150, -1.3041, 7.0177], [2.3966, -0.7382, 6.3354], [0.8551, -2.7635, 6.7251], [0.5071, -3.0467, 5.3422], [-0.6694, -2.1983, 4.9652], [-0.5823, -0.7407, 5.3172], [0.3540, -0.0288, 4.3235], [-1.9843, -0.1339, 5.2874], [-0.1512, -0.5972, 6.7397], [0.1571, 0.8060, 6.8964], [1.6123, -0.1768, 8.8477], [0.3577, -1.3734, 9.0245], [2.0082, -1.8594, 8.7891], [3.2370, -1.2748, 6.7721], [2.4348, -0.8721, 5.2453], [2.3831, 0.3429, 6.5804], [1.7081, -3.3678, 7.1732], [0.0472, -3.1524, 7.3774], [1.4839, -2.9988, 4.7830], [0.2553, -4.1456, 5.3471], [-1.6235, -2.6206, 5.3398], [-0.7685, -2.2701, 3.8497], [-0.3086, 0.3773, 3.5281], [1.0932, -0.7052, 4.0017], [0.8627, 0.8162, 4.7598], [-2.2689, -0.2846, 4.2066], [-1.9770, 0.9096, 5.4798], [-2.6801, -0.6829, 5.9333], [-0.4278, 1.0272, 7.6570], [4.8219, -2.0220, 3.1991], [6.0303, -1.3483, 2.6315], [7.2839, -1.9315, 3.3506], [6.2049, -1.6013, 1.0925], [5.3480, -0.8204, 0.1566], [5.3840, 0.6932, 0.4639], [5.1651, 0.9853, 1.9195], [5.5864, 2.3314, 2.3285], [3.6004, 0.8979, 2.2298], [6.1628, 0.1255, 2.6998], [6.0462, 0.5156, 4.1010], [3.8862, -1.7124, 2.7351], [4.8912, -3.0672, 3.0393], [4.8130, -1.8867, 4.2801], [7.1579, -1.7123, 4.4448], [7.4470, -2.9753, 3.1109], [8.1246, -1.3260, 2.9356], [7.2900, -1.4067, 0.8694], [6.0786, -2.6961, 0.9655], [5.5610, -1.0190, -0.9278], [4.3244, -1.2570, 0.1338], [4.6031, 1.1518, -0.1751], [6.3034, 1.1011, 0.1460], [6.6668, 2.2643, 2.4873], [5.0167, 2.7422, 3.1389], [5.5126, 2.9624, 1.4476], [3.0627, -0.0200, 1.8469], [3.1575, 1.8306, 1.8800], [3.5268, 0.9038, 3.2945], [5.2854, -0.0095, 4.3237], [-5.9191, -5.9836, 0.4117], [-5.7597, -5.2415, 1.6778], [-6.4531, -3.9254, 1.6358], [-6.2921, -6.1172, 2.8666], [-5.2848, -7.2125, 3.2379], [-4.0094, -6.5985, 3.6892], [-3.2877, -5.8840, 2.6132], [-2.1727, -4.9971, 3.2268], [-2.6363, -6.7508, 1.5836], [-4.3154, -4.9100, 2.0618], [-3.7169, -4.1799, 0.9801], [-5.4064, -5.5892, -0.4462], [-5.6573, -7.0374, 0.5874], [-7.0179, -5.9864, 0.1787], [-6.0682, -3.3367, 0.8594], [-7.5220, -4.0563, 1.5524], [-6.2983, -3.4889, 2.5907], [-6.4705, -5.5008, 3.7773], [-7.2205, -6.5470, 2.5417], [-5.7383, -7.7319, 4.1439], [-5.2266, -8.0360, 2.5431], [-3.3823, -7.4113, 4.0662], [-4.2014, -5.8836, 4.4953], [-2.5419, -4.4360, 4.1211], [-1.7044, -4.2994, 2.4852], [-1.3368, -5.6707, 3.5318], [-1.9430, -7.3945, 2.1786], [-2.0480, -6.2124, 0.8358], [-3.4666, -7.2897, 1.0740], [-3.7743, -4.7850, 0.2217], [4.6931, 4.9241, -5.5047], [3.5989, 5.4571, -4.5297], [2.4407, 6.1870, -5.3241], [3.0642, 4.1988, -3.8140], [2.2628, 4.4710, -2.4668], [3.1681, 5.3602, -1.5778], [3.6600, 6.6520, -2.2264], [2.6150, 7.7588, -2.3674], [4.8884, 7.2322, -1.4301], [4.2783, 6.2781, -3.5283], [4.7796, 7.4189, -4.2374], [5.2018, 4.2812, -4.9084], [4.3365, 4.3818, -6.3411], [5.2564, 5.7585, -5.9037], [1.5883, 6.2016, -4.6872], [2.8184, 7.1581, -5.6692], [2.1905, 5.5829, -6.1466], [2.5491, 3.5552, -4.4934], [3.9121, 3.6042, -3.5247], [1.4041, 5.1627, -2.6445], [1.8243, 3.5873, -2.0162], [4.0404, 4.7641, -1.4112], [2.6628, 5.5895, -0.5916], [1.8099, 7.4820, -2.9958], [2.9768, 8.6718, -2.8171], [2.2128, 7.9910, -1.3979], [5.7302, 6.5262, -1.3762], [4.5604, 7.4040, -0.3776], [5.1852, 8.2210, -1.8096], [5.7240, 7.4070, -4.0074], [-0.1487, 4.1190, 0.8631], [-0.3338, 4.3308, 2.3963], [-1.6229, 3.6093, 2.8406], [0.8281, 3.6683, 3.0740], [2.1146, 4.3950, 3.0368], [1.9033, 5.7732, 3.5214], [0.7195, 6.5488, 2.8703], [0.3745, 7.7253, 3.7535], [1.0307, 7.0899, 1.4602], [-0.4182, 5.6489, 2.8154], [-1.5608, 6.3607, 2.3768], [-0.4248, 3.1555, 0.5491], [-0.7263, 4.8566, 0.2278], [0.9420, 4.1160, 0.6428], [-2.4409, 4.0317, 2.2213], [-1.5103, 2.5447, 2.6303], [-1.7958, 3.9562, 3.8617], [0.5259, 3.4645, 4.1228], [0.8480, 2.6685, 2.5677], [2.8229, 3.8789, 3.6722], [2.5264, 4.2427, 2.0035], [2.7852, 6.4316, 3.4746], [1.6350, 5.7599, 4.6248], [1.3196, 8.3415, 3.8366], [-0.1779, 7.4159, 4.6483], [-0.4072, 8.2576, 3.2116], [1.6006, 6.3557, 0.9136], [1.5146, 8.0265, 1.5487], [0.0799, 7.1751, 0.9623], [-1.5177, 6.4114, 1.4286], [2.0203, 0.3041, -1.8107], [1.1135, -0.2761, -0.8536], [0.8008, -1.5850, -1.2143], [-0.0722, -2.1630, -0.0554], [0.8602, -2.7422, 1.0903], [-0.9726, -3.2568, -0.5912], [1.5757, 0.0811, -2.8019], [3.0284, -0.0665, -1.7397], [2.0202, 1.3645, -1.6140], [0.1521, -1.5835, -2.1212], [1.6491, -2.2341, -1.4558], [-0.5863, -1.3097, 0.3694], [1.1731, -3.7659, 0.7866], [0.3229, -2.8036, 2.0396], [1.7268, -2.0227, 1.2552], [-1.7888, -3.3878, 0.0021], [-1.4858, -2.9992, -1.4422], [1.0943, -5.0487, -5.9871], [1.8447, -5.6545, -4.9002], [2.3781, -4.6321, -4.1372], [2.9350, -5.1364, -2.7956], [1.7857, -5.6297, -1.9292], [3.5210, -3.9495, -2.2009], [0.7562, -5.8080, -6.7228], [1.6551, -4.2197, -6.4809], [0.1168, -4.6291, -5.6115], [3.0609, -4.1066, -4.7540], [1.7000, -3.8442, -3.8351], [3.6461, -5.9781, -2.9832], [0.9502, -4.9507, -2.0104], [2.2095, -5.8397, -0.9631], [1.4082, -6.5552, -2.4160], [3.8526, -4.2789, -1.2580], [4.2248, -3.5612, -2.8370], [2.3151, 1.1793, -6.7762], [3.3235, 1.3187, -5.7117], [3.6895, 0.0675, -5.1672], [4.9702, 0.3914, -4.2761], [6.0106, 1.0520, -5.1179], [5.4934, -0.8485, -3.6774], [1.2960, 1.1648, -6.3520], [2.5520, 0.2843, -7.2670], [2.4567, 1.9657, -7.4893], [2.8473, -0.3991, -4.6479], [3.9704, -0.5971, -6.0008], [4.5579, 1.1337, -3.5678], [6.8022, 1.5097, -4.5194], [5.5175, 1.8975, -5.6582], [6.3540, 0.3219, -5.8599], [6.2198, -0.7141, -2.9767], [4.7914, -1.4013, -3.1956], [-3.3785, 0.7272, 0.2490], [-4.6602, 0.1851, 0.6012], [-4.6981, -0.2675, 1.9429], [-6.1025, -0.6645, 2.4487], [-7.1091, 0.4798, 2.4490], [-5.9546, -1.2987, 3.7870], [-3.2010, 0.4966, -0.7751], [-2.5758, 0.2073, 0.7562], [-3.3435, 1.8065, 0.4356], [-4.0560, -1.1371, 2.2662], [-4.2840, 0.6353, 2.4518], [-6.4289, -1.5206, 1.7877], [-8.1239, 0.2190, 2.2158], [-6.7155, 1.3427, 1.8164], [-7.2276, 0.8781, 3.4094], [-5.5395, -0.7204, 4.5086], [-5.3629, -2.1582, 3.6967], [0.0344, -1.7383, -7.4143], [-0.8985, -1.8780, -6.3324], [-0.7394, -1.0558, -5.2292], [-1.9611, -1.2171, -4.2850], [-2.2712, -2.5958, -3.9965], [-3.5579, -2.6736, -3.3405], [-3.8195, -4.1438, -3.0226], [-4.6178, -4.2960, -1.8477], [-5.9263, -3.7596, -1.9940], [0.9831, -2.1034, -7.0971], [0.0737, -0.6986, -7.6956], [-0.4049, -2.3642, -8.2434], [-0.7054, -0.0286, -5.5684], [0.1816, -1.1762, -4.6694], [-2.8061, -0.7452, -4.8286], [-1.8607, -0.6594, -3.2980], [-2.2181, -3.0610, -4.9159], [-4.2824, -2.1713, -3.9956], [-3.5251, -2.1150, -2.3745], [-2.8400, -4.6122, -2.7564], [-4.3247, -4.5397, -3.8536], [-6.0039, -2.7743, -1.6544], [-6.7752, -4.3712, -1.5658], [-6.2360, -3.7261, -3.0412], [-1.2077, 3.1318, -2.6190], [-2.5205, 2.6487, -2.5441], [-3.4648, 3.4400, -3.1610], [-4.7812, 2.8593, -2.8833], [-4.8298, 1.4594, -3.2110], [-6.2347, 0.8854, -3.2944], [-6.8020, 0.4367, -2.0331], [-8.0531, -0.1708, -2.2009], [-8.4952, -0.7687, -0.9667], [-1.0401, 3.5320, -3.6305], [-0.5410, 2.3786, -2.3348], [-1.0761, 3.8774, -1.8387], [-3.3466, 3.4485, -4.2246], [-3.5005, 4.4545, -2.7249], [-5.4952, 3.2910, -3.5426], [-5.0873, 3.0431, -1.8504], [-4.1875, 0.8957, -2.6523], [-6.1641, -0.0330, -3.9460], [-6.8944, 1.6372, -3.8331], [-6.8563, 1.2811, -1.3177], [-6.1687, -0.3152, -1.5177], [-9.5132, -1.1490, -1.2005], [-8.5668, -0.0520, -0.2140], [-7.8428, -1.5738, -0.6967]], "lumo_energy_ev": 0.5, "homo_energy_ev": -8.4, "total_energy_ev": -121435.810, "homo_lumo_gap_ev": 8.85, "e_above_lowest_kj_mol": 135.2}